[1]
58
Properties=species:S:1:pos:R:3:forces:R:3 method="wB97M-V/def2-TZVPD" orbital_gap_ev=8.89 total_energy_ha=-1225.95345 lumo_ev=-2.39 charge=+1 relative_energy_kcal_mol=113.4
C 0.630 0.583 -0.059 0.29 1.05 -0.08
H -0.521 1.999 1.988 1.37 -2.73 1.06
H 2.103 -3.344 0.779 -0.05 0.02 0.72
H -1.719 0.897 3.981 0.58 0.18 -0.24
H -2.204 -0.204 2.722 1.16 1.71 -0.70
C 0.252 -0.048 -1.433 -0.62 0.23 1.76
H -2.268 2.619 0.905 -0.18 -1.33 0.84
H -4.619 0.106 1.877 -0.25 0.17 -0.07
H -1.095 -0.666 3.669 1.69 -0.60 0.85
H 2.187 1.001 2.561 -2.33 0.13 0.98
O 1.396 3.224 1.457 1.64 -2.22 -1.56
H 1.958 -3.644 -1.165 3.98 0.53 2.91
H 1.280 -3.301 3.173 -0.14 -0.12 -0.50
O -1.361 -4.069 -0.142 -1.35 0.89 0.23
H 1.354 -0.084 3.729 -0.66 -0.09 -0.85
C -0.168 0.893 2.331 -0.70 -0.47 -1.52
C -1.274 0.272 3.192 -2.74 -0.61 0.16
H -1.680 -0.762 -1.064 0.48 0.92 -1.11
H 0.207 -3.472 2.122 -4.45 -0.18 -0.38
H -3.446 4.016 -1.007 -0.17 -0.60 0.31
H 0.511 -1.121 -1.372 0.17 0.80 -0.45
O 1.302 -3.832 -1.740 -4.77 -0.45 -3.43
O -1.367 1.865 -3.874 -1.67 -0.88 -2.79
H 0.968 1.515 3.891 0.65 1.69 1.21
H -4.005 2.681 -0.397 0.12 1.48 -1.32
H -1.758 2.738 -4.061 0.36 -0.03 0.66
H 3.503 -2.719 0.979 -0.84 -0.56 -0.99
O 3.104 0.063 -1.635 1.99 -1.57 1.26
H 0.519 1.727 -0.104 0.04 -1.72 0.12
O 4.012 2.129 0.639 -4.32 -5.94 2.11
N -1.231 -0.036 -1.694 -1.02 -2.17 -1.86
O -2.096 3.437 0.480 1.83 1.65 0.04
H 4.250 1.256 1.152 0.01 3.11 -1.67
H -1.378 -0.250 -2.791 0.43 -0.24 3.29
H 0.692 0.490 -2.270 0.18 -0.27 0.15
O -4.016 3.257 -1.207 -0.47 -0.94 0.47
H -1.784 1.394 -4.694 1.29 0.79 2.13
H 2.207 2.655 1.152 -2.02 1.26 0.48
O 1.096 -3.436 2.228 4.06 0.27 1.11
H 1.873 3.921 1.854 0.53 1.59 0.86
H -0.593 -3.840 -0.635 1.34 0.02 -0.66
H 4.068 0.148 -1.777 -0.71 -0.13 0.16
H 0.252 -1.677 -3.880 -0.44 -0.87 0.88
C 1.168 0.831 3.127 1.24 -0.55 -1.18
H 1.692 0.333 0.036 -0.02 0.47 -0.14
H 2.735 0.635 -2.254 -0.90 1.65 -1.68
N -0.119 0.059 1.082 -0.50 -0.96 -0.15
H 4.663 2.712 0.494 4.29 2.83 -0.37
H 1.233 -4.752 -2.009 0.55 0.04 0.29
H 0.159 -0.941 1.319 -0.24 1.84 -0.36
H -4.357 0.976 0.628 -0.95 0.55 -0.49
H -1.781 0.783 -1.574 0.10 1.63 0.62
O -3.975 0.340 1.206 0.99 -0.71 0.38
H -1.130 -4.813 0.389 0.25 -0.94 0.45
H -0.447 -2.498 -2.612 0.64 0.94 -1.88
O 2.892 -3.089 0.295 1.23 0.63 0.28
H -1.219 3.727 0.833 -0.95 -0.33 -0.37
O -0.563 -1.838 -3.361 -0.03 -0.86 0.01

[2]
59
Properties=species:S:1:pos:R:3:forces:R:3 method="wB97M-V/def2-TZVPD" orbital_gap_ev=8.49 total_energy_ha=-1301.33744 lumo_ev=-2.54 charge=+1 relative_energy_kcal_mol=50.7
H 0.272 -2.361 0.859 0.16 -0.30 -0.35
H 0.253 -3.377 -2.363 0.21 -0.65 -0.37
O -2.202 -0.284 2.272 0.07 0.06 -0.21
H 0.467 -0.820 0.224 0.54 0.31 0.92
H -2.395 -3.201 0.040 0.12 -0.38 0.34
H 3.288 -0.442 1.419 -0.59 -0.72 0.37
O 1.899 3.659 -0.412 -0.10 0.14 0.02
C -0.415 -1.933 -1.107 0.19 -0.65 1.59
H -2.302 -2.973 -2.533 0.01 0.11 -0.75
H -3.649 -0.598 -0.333 0.01 0.13 0.07
H -1.271 -0.426 2.056 -0.04 0.02 -0.09
H -1.892 -4.718 -2.530 0.10 0.10 -0.21
O -1.953 3.017 -0.471 0.73 -0.74 0.04
O 3.535 1.460 -1.283 0.28 0.11 0.22
N -0.869 0.475 -1.308 -0.27 -0.33 -2.16
O 1.874 -2.432 2.605 -0.34 -0.12 0.14
C -0.448 -3.382 -1.539 -0.68 0.52 -1.04
H 0.938 0.878 2.958 -0.03 -0.09 -0.35
O -1.281 1.293 -4.528 -0.36 -0.32 0.45
H 1.111 1.922 1.101 0.01 -0.28 0.13
H -0.248 0.847 -0.595 -0.14 -0.41 0.79
C -2.770 -3.912 -0.702 0.37 1.04 -0.97
O 0.281 1.474 1.330 -0.26 0.22 -0.68
C -0.737 -0.884 -1.873 0.83 -0.42 -0.18
H 2.558 2.605 2.803 0.26 -0.35 0.06
O 2.690 -0.502 0.654 1.40 1.29 0.39
H -3.745 -3.491 -0.950 -0.31 -0.65 0.09
H -0.136 -4.097 -0.782 0.39 0.36 0.24
H -4.062 -0.679 -1.792 0.05 0.12 -0.15
O 0.904 2.255 -2.660 0.07 -0.31 0.28
H 2.622 1.592 -1.552 -0.29 0.04 -0.34
H 3.132 0.262 0.226 -0.57 -0.40 -1.01
H 0.530 -2.156 3.919 -0.12 -0.85 0.27
H 2.640 -2.732 2.111 0.04 -0.03 -0.01
O 1.551 0.339 3.474 -0.05 -0.17 0.55
O -3.635 -0.093 -1.158 -0.07 -0.16 0.32
H 2.799 3.675 -0.757 0.06 -0.07 0.13
H -2.371 -0.947 2.946 -0.08 -0.01 0.12
H 4.063 1.604 -2.073 0.07 -0.17 -0.02
C -1.871 -3.784 -1.974 -0.17 -0.03 1.33
H -2.815 -4.930 -0.339 -0.16 0.01 0.28
H -2.659 2.918 0.173 -0.26 0.49 -0.21
H -0.660 1.081 -2.110 -0.26 0.34 0.12
O 0.022 -1.527 4.440 -0.42 0.90 0.00
O 2.038 3.245 2.309 0.12 0.47 0.41
H 2.002 3.757 0.553 0.02 0.04 -0.27
H -0.775 -0.932 -2.948 -0.43 0.04 0.02
H 0.952 -0.151 4.089 0.50 0.34 -0.20
H -0.313 2.235 1.380 -0.31 -0.15 -0.03
H 1.959 -1.471 2.709 0.09 0.25 -0.12
N -0.035 -1.679 0.186 -0.52 0.40 -0.13
H -0.463 0.833 -4.730 0.11 0.26 -0.29
H -1.963 3.871 -0.904 -0.46 0.22 0.28
H 1.578 3.726 3.007 -0.05 0.14 -0.11
H -1.183 2.233 -4.700 0.19 -0.05 -0.20
H -0.587 -1.894 5.080 0.25 -0.57 -0.05
H -1.877 0.563 -1.123 -0.01 0.42 0.51
H 0.997 3.044 -2.102 0.02 0.12 -0.09
H 0.955 2.489 -3.588 0.11 0.34 0.06

[3]
59
Properties=species:S:1:pos:R:3:forces:R:3 method="wB97M-V/def2-TZVPD" orbital_gap_ev=10.22 total_energy_ha=-1280.38357 lumo_ev=-5.27 charge=+2 relative_energy_kcal_mol=165.9
H 0.755 -0.650 -2.066 -1.86 3.03 -1.23
H -0.557 -4.205 2.182 0.99 0.27 1.33
H 0.318 -0.139 0.733 -0.59 -0.43 1.53
H -2.594 -1.559 -4.850 -0.08 0.07 -0.22
H 1.033 -1.870 -1.882 0.52 -1.95 -0.02
H -1.631 3.379 1.113 0.29 -1.05 1.13
H 0.502 -4.398 3.620 -0.07 -0.15 0.17
C 0.220 -2.478 2.931 -4.83 -4.83 -4.82
O 2.666 2.460 0.746 -1.48 2.17 -0.79
H -0.062 -3.520 -0.421 1.06 0.88 -1.01
N -0.405 -1.806 1.948 2.78 -1.06 0.12
C -1.948 1.176 1.647 -1.83 2.31 2.01
O -0.782 -3.884 0.058 -0.61 -1.85 0.43
N -1.127 2.489 1.372 -0.02 -0.53 -3.84
H -0.389 2.619 2.077 -0.43 0.43 0.09
H 1.279 0.209 -6.301 0.73 -0.21 0.10
C 0.083 -0.426 1.816 -1.36 0.69 0.18
O 0.117 2.625 3.805 -0.10 1.52 3.90
H -3.593 -2.348 -4.033 -3.35 -0.16 0.59
O -1.471 1.127 -1.078 1.77 6.21 3.48
H 3.793 -0.969 0.544 -2.05 -0.82 0.20
O 0.470 0.303 -5.802 -2.61 1.31 -3.19
H -1.485 -2.296 -2.930 -1.10 0.38 -0.47
O 2.874 -1.185 0.909 0.43 -0.03 -1.17
O -0.614 -2.604 -2.717 1.49 -1.77 -0.03
O 4.822 -1.547 -1.690 -1.42 1.59 -4.12
H -0.667 2.300 0.407 -0.30 0.15 1.99
H -1.813 -0.600 2.973 1.97 3.45 -0.52
H 2.926 1.836 0.114 0.59 -1.43 -1.57
H 4.820 -2.466 -2.009 0.17 0.22 0.36
O -2.713 -2.301 -4.253 3.07 0.19 -0.50
H -1.754 0.582 -1.695 -2.12 -4.17 -4.72
H 1.691 5.204 0.146 3.07 2.37 -1.71
C -3.361 1.621 2.173 3.06 0.19 3.44
H -3.746 2.351 1.527 -0.39 1.70 -0.29
H 1.549 4.072 1.179 1.68 -0.90 0.64
H -0.515 0.918 3.439 -1.83 -0.71 -1.24
O -1.555 3.383 -2.581 0.33 0.25 0.01
H -0.661 3.089 -2.790 0.14 -0.08 -0.21
H -0.742 -4.816 -0.259 -0.49 0.76 0.43
O 1.142 4.651 0.585 -5.10 -1.23 0.87
H -0.138 0.624 -6.625 1.83 -1.08 3.12
H 4.517 -1.053 -2.624 1.24 -1.78 3.90
H 0.714 -2.041 3.669 2.40 2.12 2.90
H -0.500 2.698 4.653 1.64 -0.19 -2.68
N -0.025 -3.809 3.002 -0.13 1.68 -1.28
H -0.736 -2.337 1.119 0.00 0.31 0.98
H 0.935 3.072 4.162 -0.98 -0.53 -0.67
H -0.565 -3.430 -3.267 0.08 1.21 0.66
H -1.523 4.327 -2.797 -0.32 -0.14 0.17
H 1.025 -0.465 2.368 -0.08 0.87 -0.35
C -1.084 0.391 2.599 -0.06 -3.80 0.05
H 2.279 -1.482 0.151 1.75 0.95 0.91
H -1.696 2.068 -1.437 0.35 -1.94 0.39
O 1.466 -1.053 -1.648 1.22 -1.11 1.14
H -4.162 0.980 2.329 -0.99 -2.49 -0.77
H -3.227 1.801 3.304 -0.17 1.26 -1.65
H 2.915 2.108 1.551 1.05 -1.25 2.61
H -2.244 0.784 0.709 1.09 -0.87 -0.78